1.
The following is a quantum chemistry calculation of a cluster of 10 separate species, C5H29NO9 in total in a non-equilibrium geometry, from the OMol25 dataset.

The calculation puts the energy above the lowest of the compared OMol25 structures with the same formula, charge and spin at 109.8 kcal/mol. The total energy is -25569.9098 eV. Its HOMO-LUMO gap is 8.0 eV. For the HOMO energy, the calculation gives -7.9 eV. The max |F| is 4.8 eV Å⁻¹. The SMILES is C/C=C(\C)NC.O.O.O.O.O.O.O.O.O.

Last column: natural (NBO) charge in e.
CARTESIAN COORDINATES (ANGSTROEM)
O1 -1.2771 3.4269 0.2964  -1.006
O2 -2.9272 1.4788 -0.3021  -1.014
O3 -3.6029 -0.9042 -1.0471  -0.960
O4 3.6644 1.5144 1.1619  -0.962
O5 -0.3570 -1.4648 -3.5024  -0.958
O6 1.7689 2.7621 -0.2375  -0.949
O7 -0.8763 2.6738 3.0359  -0.968
O8 0.4273 1.3085 -3.1885  -0.957
O9 -1.7871 -2.7733 -1.6335  -1.006
N1 -0.3348 -0.9173 1.9938  -0.706
C1 -1.0420 0.2764 1.4666  -0.420
C2 1.7565 -3.2055 -0.0905  -0.669
C3 2.1588 -0.8986 1.4911  -0.671
C4 0.8369 -1.5164 1.3664  0.194
C5 0.5773 -2.6333 0.6789  -0.223
H1 2.7978 1.9419 1.1042  0.480
H2 0.5342 -1.1726 -3.6420  0.492
H3 0.1000 1.2831 -2.2918  0.489
H4 -3.4592 -1.4512 -0.2572  0.497
H5 -1.7763 0.5328 2.2110  0.227
H6 2.7424 2.7294 -0.3673  0.489
H7 2.4636 -0.6548 0.4786  0.227
H8 -0.9587 2.2936 2.0889  0.490
H9 3.8523 1.5954 2.1179  0.473
H10 -3.4194 -1.5256 -1.7791  0.522
H11 -0.4996 -1.2070 2.9318  0.378
H12 2.1667 -0.0767 2.1739  0.230
H13 -0.5229 3.5050 2.6989  0.461
H14 -0.5097 3.6456 -0.2062  0.465
H15 1.6230 -4.2880 -0.1708  0.215
H16 3.0152 -1.6268 1.7475  0.221
H17 -0.9146 -1.0116 -4.1319  0.488
H18 -1.2794 -3.0801 -0.8937  0.479
H19 -3.8720 1.6997 -0.2251  0.467
H20 -1.5877 -0.1041 0.5754  0.187
H21 -1.2233 -2.4711 -2.3564  0.508
H22 -0.3637 0.9677 1.0116  0.186
H23 -0.2607 -3.3015 0.6412  0.192
H24 -1.8447 2.6707 -0.0106  0.520
H25 1.6106 3.6956 -0.1501  0.473
H26 2.7471 -2.8325 0.2367  0.219
H27 -3.4566 0.6164 -0.7060  0.521
H28 1.9347 -2.8052 -1.1308  0.207
H29 1.3750 1.3043 -3.1881  0.470

Forces on the atoms, in the same order (eV/Å):
O -1.0452 0.0460 1.2124
O -3.8525 -2.4745 -1.4652
O -0.7860 -0.7420 -0.0183
O 0.3377 0.5926 1.0372
O -0.5596 -0.8327 0.1178
O 0.9836 -0.3786 -0.3209
O 0.2453 -0.4736 -2.6055
O -0.7392 0.0096 -0.9021
O -1.2574 -0.3872 -0.4427
N 0.8526 0.0960 -0.0275
C 0.0215 -3.9513 -1.3109
C 0.5486 0.3983 -1.1416
C 1.7575 -1.3873 -0.6221
C -3.8404 -0.6446 0.7274
C 3.2612 0.0634 -0.9810
H -0.1538 -0.3076 0.0798
H 0.4571 0.4383 -0.1164
H 0.2063 -0.0209 0.4618
H 0.0935 0.2930 -0.3697
H 0.0843 0.8229 0.0242
H -0.7316 -0.0351 -0.2419
H 0.2256 0.9348 -0.0327
H -0.1409 0.5569 2.4183
H 0.2041 -0.1655 -0.7244
H 0.2142 0.4391 0.5450
H -0.0415 0.3044 0.4795
H -0.0504 0.4256 0.0922
H -0.0653 0.5121 0.6868
H 0.2073 -0.5107 -0.9871
H 0.7267 0.0901 0.0061
H -1.4521 0.8334 0.1738
H 0.0571 0.3734 -0.2055
H 0.6288 0.0405 0.1407
H 0.2240 2.2108 0.9401
H 0.0453 0.3722 0.5484
H 0.6126 0.0673 0.2463
H 0.4164 1.0888 0.4836
H -0.8264 0.6300 0.4445
H 0.9253 0.6953 -0.4422
H -0.2262 0.7026 0.1185
H -0.4918 -1.1056 0.8070
H 3.5140 0.6018 0.3243
H -1.2266 -0.3729 0.3981
H 0.6365 0.1509 0.4444

***

2.
The following is a quantum chemistry calculation of an isolated molecule of C5H2Cl8 in a non-equilibrium geometry, from the OMol25 dataset.

The total energy is -105395.8351 eV. Its HOMO-LUMO gap is 9.8 eV. For the HOMO energy, the calculation gives -10.0 eV. The max |F| is 1.8 eV Å⁻¹. The SMILES is ClC(Cl)=C(CC(Cl)(Cl)Cl)C(Cl)(Cl)Cl.

Last column: natural (NBO) charge in e.
CARTESIAN COORDINATES (ANGSTROEM)
Cl1 2.1398 -1.4835 2.0407  0.102
Cl2 -2.4766 -0.8608 0.5722  0.051
Cl3 -1.0402 -0.8442 -2.2734  0.018
Cl4 1.4659 0.5312 -2.3375  0.017
Cl5 -1.0012 2.0047 -2.7225  0.026
Cl6 -0.4120 -2.7797 0.8374  0.023
Cl7 -0.9524 -0.9925 2.9507  0.034
Cl8 2.7572 0.8493 0.3988  0.053
C1 0.2098 -0.1064 0.6343  -0.153
C2 -0.8406 -1.0830 1.1900  -0.113
C3 -0.2508 1.0460 -0.2930  -0.499
C4 1.5225 -0.2356 1.0309  -0.018
C5 -0.2232 0.6948 -1.8093  -0.069
H1 -1.2926 1.3495 -0.0903  0.263
H2 0.3946 1.9102 -0.1290  0.265

Forces on the atoms, in the same order (eV/Å):
Cl 0.0774 0.6428 -0.2092
Cl -0.2296 0.3940 0.0068
Cl 0.2622 0.5012 0.2865
Cl -0.2097 0.0145 -0.5171
Cl 0.0623 0.0548 0.1763
Cl -0.0212 -0.2506 -0.4960
Cl -0.0289 0.4634 0.5832
Cl -0.4371 -0.5386 1.0739
C 1.0786 0.2483 0.2350
C 0.3502 -0.4693 -0.0015
C -0.3879 -0.9206 0.0851
C -1.2652 0.4682 -1.1737
C 0.2902 -0.2740 -0.0398
H 0.5269 -0.2547 0.2017
H -0.0681 -0.0794 -0.2110

***

3.
The following is a quantum chemistry calculation of a cluster of 2 separate species, C5H2ClNO3S2 in total in a non-equilibrium geometry, from the OMol25 dataset.

The calculation puts the energy above the lowest of the compared OMol25 structures with the same formula, charge and spin at 17.6 kcal/mol. The total energy is -47040.7932 eV. Its HOMO-LUMO gap is 6.3 eV. For the HOMO energy, the calculation gives -0.8 eV. As for the net charge: -2. The max |F| is 3.1 eV Å⁻¹.

Last column: natural (NBO) charge in e.
CARTESIAN COORDINATES (ANGSTROEM)
Cl1 2.7031 -1.8600 -1.2813  -0.168
S1 0.8694 1.3949 0.8471  0.264
S2 -2.8289 0.7804 0.2136  1.661
O1 -3.6911 1.7648 -0.5154  -1.000
O2 -0.2377 0.5910 -3.0970  -0.635
O3 -3.6558 -0.4704 0.4108  -0.997
N1 -1.4777 0.1408 -1.1685  -0.828
C1 1.4662 0.6068 -0.6549  -0.466
C2 1.7989 -0.6509 -0.2727  -0.214
C3 -0.8179 0.4317 -2.0994  0.795
C4 1.1266 0.0092 1.8750  -0.481
C5 1.6605 -1.0523 1.1270  -0.315
H1 1.1222 0.2355 2.9284  0.190
H2 1.9622 -1.9216 1.6872  0.193

Forces on the atoms, in the same order (eV/Å):
Cl -0.3173 0.2821 -0.1462
S 0.8068 -1.4579 -1.2144
S -2.6206 -1.2247 -1.2441
O 1.4473 -0.6342 0.6850
O 1.1756 0.5943 -2.2508
O 1.7742 1.6757 -0.0409
N -1.7380 -0.2624 1.9608
C 0.1424 0.6597 0.6997
C 0.3089 -0.3866 1.7836
C -0.8522 -0.2626 0.3574
C 0.8652 -0.2194 -1.4691
C -0.9638 2.5339 1.0656
H -0.2249 -0.7462 0.3494
H 0.1965 -0.5518 -0.5359

***

4.
The following is a quantum chemistry calculation of an isolated molecule of C5H2N2O in a non-equilibrium geometry, from the OMol25 dataset.

The calculation puts the energy above the lowest of the compared OMol25 structures with the same formula, charge and spin at 86.6 kcal/mol. The total energy is -10238.9793 eV. Its HOMO-LUMO gap is 8.2 eV. For the HOMO energy, the calculation gives -10.7 eV. The max |F| is 16.8 eV Å⁻¹. The SMILES is N#CC1=NC(=O)C=C1.

Last column: natural (NBO) charge in e.
CARTESIAN COORDINATES (ANGSTROEM)
O1 -2.1187 -1.6400 0.0148  -0.449
N1 0.2184 -1.2978 0.1168  -0.322
N2 3.3898 -0.9999 -0.0956  -0.157
C1 -0.0238 1.0480 0.0748  -0.225
C2 0.8486 -0.1431 0.0891  0.056
C3 2.2157 -0.2084 -0.0279  0.226
C4 -1.3324 0.7362 -0.1109  -0.247
C5 -1.1663 -0.8190 -0.0808  0.581
H1 -2.4505 1.2525 -0.2787  0.296
H2 0.4193 2.0715 0.2985  0.242

Forces on the atoms, in the same order (eV/Å):
O 3.4320 3.1694 -0.7545
N -0.8713 2.5613 -0.9466
N -11.6647 8.5366 0.6389
C -0.7317 3.3284 0.3185
C -2.9782 -1.4936 0.1280
C 14.3503 -8.6397 -0.4922
C -0.1292 -1.2599 -0.5490
C -4.4711 -3.4513 1.5290
H 3.7536 -1.3346 0.7322
H -0.6896 -1.4166 -0.6043

***

5.
The following is a quantum chemistry calculation of an isolated molecule of C5H2O, from the OMol25 dataset.

The calculation puts the energy above the lowest of the compared OMol25 structures with the same formula, charge and spin at 18.4 kcal/mol. The total energy is -7259.7116 eV. Its HOMO-LUMO gap is 9.5 eV. For the HOMO energy, the calculation gives -10.0 eV. The max |F| is 0.8 eV Å⁻¹. The SMILES is C#CC#CC=O.

Last column: natural (NBO) charge in e.
CARTESIAN COORDINATES (ANGSTROEM)
O1 -2.2077 -1.2129 0.2246  -0.466
C1 0.3078 0.8852 0.0188  0.010
C2 -0.8493 0.6459 0.2802  -0.057
C3 -2.0923 -0.0473 0.5316  0.352
C4 2.4698 -0.3876 0.0412  -0.118
C5 1.6022 0.4329 -0.1255  -0.104
H1 3.1211 -1.1845 0.3104  0.244
H2 -2.8925 0.5229 1.0192  0.139

Forces on the atoms, in the same order (eV/Å):
O -0.0679 0.5500 0.1922
C -0.5000 -0.5772 0.1851
C 0.3950 0.2514 -0.4153
C -0.2362 -0.1976 -0.0943
C -0.1651 0.4004 0.0322
C 0.3666 -0.5288 0.3482
H 0.3413 0.1663 -0.2761
H -0.1336 -0.0644 0.0279

***

6.
The following is a quantum chemistry calculation of an isolated molecule of C5H2O in a non-equilibrium geometry, from the OMol25 dataset.

The calculation puts the energy above the lowest of the compared OMol25 structures with the same formula, charge and spin at 29.2 kcal/mol. The total energy is -7259.2433 eV. Its HOMO-LUMO gap is 9.2 eV. For the HOMO energy, the calculation gives -9.8 eV. The max |F| is 1.1 eV Å⁻¹. The SMILES is C#CC#CC=O.

Last column: natural (NBO) charge in e.
CARTESIAN COORDINATES (ANGSTROEM)
O1 -1.7352 -0.9205 -0.5006  -0.462
C1 -1.9145 0.0202 0.2415  0.343
C2 1.5436 0.3146 0.5210  -0.097
C3 0.4063 0.9409 1.0054  -0.013
C4 2.2087 -0.4758 -0.1001  -0.154
C5 -0.7654 0.6952 0.7942  -0.001
H1 -2.9013 0.3933 0.5229  0.141
H2 2.7353 -1.2031 -0.6719  0.243

Forces on the atoms, in the same order (eV/Å):
O -0.1752 0.5053 0.3925
C -0.2594 -0.1356 -0.0964
C 0.7030 -0.3322 -0.2537
C -0.4757 -0.7810 -0.6322
C 0.0878 0.3759 0.3023
C 0.2225 0.3114 0.2502
H -0.2916 -0.0715 -0.0654
H 0.1886 0.1276 0.1028